Record 1
Formula: C22H27Cl3N2O3RbS7
Source: the OMol25 dataset
Level of theory: ωB97M-V/def2-TZVPD

Positions of all 65 atoms, in Å:
Rb: 0.44 -0.39 3.14
S: -0.97 1.25 5.78
S: -2.52 1.42 4.52
S: -1.88 1.91 2.57
S: -2.04 0.37 1.31
C: 3.70 -2.58 1.81
S: 1.98 -2.64 1.14
C: 2.05 -4.42 0.67
O: 1.10 -2.61 2.30
H: 4.38 -2.92 1.04
H: 3.76 -3.20 2.69
H: 3.91 -1.55 2.06
H: 2.80 -4.58 -0.09
H: 1.07 -4.68 0.28
H: 2.26 -5.01 1.56
Cl: -0.18 2.16 -8.99
C: -0.02 2.06 -7.27
C: -0.06 0.83 -6.64
C: 0.09 0.76 -5.27
C: 0.25 1.92 -4.50
C: 0.40 1.77 -3.00
C: 1.88 1.51 -2.67
N: 2.14 1.47 -1.26
C: 2.56 2.50 -0.46
C: 2.68 1.97 0.80
N: 2.34 0.65 0.78
C: 2.01 0.39 -0.46
O: -0.34 0.65 -2.55
C: -1.72 0.93 -2.30
C: -2.35 1.80 -3.35
C: -2.88 1.38 -4.54
Cl: -3.03 -0.23 -5.09
S: -3.47 2.69 -5.52
C: -3.00 3.82 -4.31
C: -2.44 3.21 -3.23
C: 0.28 3.14 -5.17
Cl: 0.49 4.62 -4.28
C: 0.15 3.23 -6.54
H: -0.20 -0.08 -7.22
H: 0.05 -0.19 -4.76
H: 0.08 2.68 -2.47
H: 2.47 2.32 -3.12
H: 2.16 0.56 -3.12
H: 2.74 3.48 -0.83
H: 2.99 2.46 1.70
H: 1.67 -0.55 -0.82
H: -1.83 1.40 -1.32
H: -2.21 -0.04 -2.26
H: -3.18 4.86 -4.47
H: -2.11 3.75 -2.36
H: 0.18 4.19 -7.04
O: 0.34 -1.58 5.32
S: -1.11 -1.44 5.51
C: -1.70 -3.20 5.39
C: -1.16 -3.87 6.63
C: -1.57 -2.97 7.79
C: -1.39 -1.52 7.34
H: -1.31 -3.62 4.46
H: -2.78 -3.17 5.37
H: -0.07 -3.90 6.54
H: -1.52 -4.89 6.76
H: -0.97 -3.18 8.68
H: -2.61 -3.15 8.04
H: -0.51 -1.04 7.76
H: -2.26 -0.90 7.53

Energy relative to the best compared isomer or geometry (same formula, charge and spin): 54.0 kJ/mol
Multiplicity: 1
HOMO level: -2.5 eV
Kohn-Sham gap: 4.2 eV
Net charge: -1

---

Record 2
Formula: C22H27Cl9MoO3Si3
Source: the OMol25 dataset
Level of theory: ωB97M-V/def2-TZVPD

Positions of all 65 atoms, in Å:
Mo: 0.64 0.27 -0.64
C: -1.76 0.23 -3.16
O: -1.31 0.16 -1.81
Si: -2.29 -0.29 -0.48
C: -3.53 -1.54 -1.07
C: -3.21 1.25 0.03
C: -0.86 -0.81 0.56
Si: -0.24 -2.54 0.18
C: 1.32 -3.05 1.07
C: 0.20 -2.46 -1.67
C: -1.46 -3.94 0.43
Si: -1.06 -0.38 2.39
C: -2.58 -1.30 3.01
C: -1.34 1.45 2.74
C: 0.40 -0.93 3.43
H: -2.43 1.08 -3.29
H: -2.29 -0.69 -3.41
H: -0.91 0.34 -3.81
H: -4.29 -1.07 -1.70
H: -4.05 -1.97 -0.21
H: -3.08 -2.36 -1.63
H: -3.89 1.54 -0.77
H: -2.52 2.07 0.22
H: -3.81 1.09 0.93
H: 2.08 -2.27 1.08
H: 1.75 -3.92 0.55
H: 1.13 -3.36 2.09
H: 0.69 -1.56 -2.06
H: -0.69 -2.59 -2.28
H: 0.89 -3.27 -1.92
H: -1.64 -4.10 1.50
H: -1.01 -4.86 0.05
H: -2.42 -3.81 -0.05
H: -3.48 -0.99 2.47
H: -2.74 -1.10 4.07
H: -2.48 -2.39 2.88
H: -2.40 1.65 2.91
H: -1.00 2.11 1.95
H: -0.81 1.72 3.65
H: 0.44 -2.01 3.57
H: 0.31 -0.47 4.41
H: 1.36 -0.62 3.01
Cl: 3.04 4.75 3.84
C: 2.83 3.36 2.85
C: 3.71 2.27 2.97
Cl: 5.00 2.33 4.11
C: 3.55 1.14 2.17
Cl: 4.58 -0.22 2.30
C: 2.51 1.11 1.26
O: 2.22 0.08 0.44
C: 1.63 2.18 1.15
O: 0.65 1.99 0.25
C: 1.78 3.31 1.93
Cl: 0.67 4.61 1.74
Cl: 3.20 -0.91 -2.47
C: 2.43 0.47 -3.22
C: 1.33 1.05 -2.59
C: 0.83 2.21 -3.18
Cl: -0.46 3.07 -2.41
C: 1.35 2.74 -4.36
Cl: 0.70 4.17 -5.05
C: 2.42 2.10 -4.98
Cl: 3.07 2.72 -6.44
C: 2.98 0.96 -4.40
Cl: 4.32 0.18 -5.14

Energy relative to the best compared isomer or geometry (same formula, charge and spin): 6.4 kJ/mol
Multiplicity: 3
HOMO level (alpha / beta): -8.4 / -8.6 eV
Kohn-Sham gap (alpha / beta): 7.2 / 8.0 eV
Net charge: 0